Computed, not measured: a 7-piece molecular cluster, C6H22O7 overall, with the ωB97M-V functional and the def2-TZVPD basis.

Element x y z (Å)
O (-0.775, -1.734, 1.382)
C (0.329, -2.225, 1.462)
C (1.434, -1.862, 0.500)
C (2.353, -0.754, 1.036)
C (1.787, 0.612, 0.768)
C (2.261, 1.723, 1.313)
C (1.669, 3.053, 0.860)
H (0.494, -3.000, 2.233)
H (1.920, -2.816, 0.267)
H (0.955, -1.529, -0.414)
H (2.576, -0.958, 2.088)
H (3.342, -0.907, 0.605)
H (0.988, 0.660, 0.040)
H (3.137, 1.861, 1.939)
H (1.415, 3.621, 1.761)
H (0.738, 2.865, 0.335)
H (2.381, 3.635, 0.281)
H (-1.032, 2.923, -2.040)
H (-1.259, 2.682, -0.513)
O (-1.224, 3.353, -1.203)
H (0.947, 0.398, -3.485)
H (0.306, -0.848, -2.924)
O (0.232, 0.119, -2.898)
H (-1.741, 0.908, 2.286)
H (-0.724, 1.922, 2.548)
O (-1.248, 1.588, 1.805)
H (-3.659, -0.206, 0.932)
H (-3.626, 0.557, -0.390)
O (-3.824, -0.309, -0.014)
H (-0.627, -2.147, -1.658)
H (-0.620, -3.491, -2.378)
O (-0.052, -2.753, -2.145)
H (-2.942, -3.099, -1.416)
H (-3.135, -1.606, -1.148)
O (-2.776, -2.236, -1.810)

Force components x, y, z for each atom (eV/Å):
O 0.06 -0.06 0.20
C -0.68 0.50 -0.53
C -0.37 -0.59 0.28
C 0.30 -1.05 0.15
C 0.99 -0.46 0.81
C -0.49 1.44 -1.32
C -0.05 -0.65 1.13
H 0.38 0.07 0.06
H 0.43 0.28 0.04
H 0.06 0.09 -0.05
H -0.32 0.35 0.20
H 0.01 0.30 -0.48
H -0.15 0.10 0.06
H -0.08 -0.76 0.24
H 0.04 0.28 -0.13
H 0.15 0.26 -0.33
H -0.07 0.06 -0.16
H 0.04 -0.34 0.13
H 0.05 -0.18 -0.17
O -0.17 0.39 0.11
H -0.15 0.12 0.15
H -0.21 0.01 0.02
O 0.36 -0.17 -0.18
H -0.06 -0.18 -0.53
H 0.25 0.32 -0.48
O -0.19 -0.12 0.86
H 0.04 -0.15 -0.24
H 0.00 -0.02 -0.02
O -0.05 0.22 0.19
H -0.46 -0.30 -0.10
H -0.15 0.13 -0.13
O 0.62 0.14 0.07
H -0.09 0.04 -0.02
H 0.15 -0.21 -0.26
O -0.19 0.16 0.44

Results
HOMO	-9.09	eV
relative energy (zero: lowest compared OMol25 entry of this formula, charge and spin)	244.29	kJ/mol
Kohn-Sham gap	0.348	hartree